{"formula": "C6H15NO", "method": "ωB97M-V/def2-TZVPD", "symbols": ["C", "C", "N", "C", "C", "C", "C", "O", "H", "H", "H", "H", "H", "H", "H", "H", "H", "H", "H", "H", "H", "H", "H"], "xyz": [[0.1105, -2.2086, 0.8051], [0.2387, -1.4049, -0.4633], [0.9795, -0.1200, -0.2955], [1.7965, 0.0939, -1.5131], [0.2314, 1.0689, 0.1157], [-0.5737, 1.5938, -1.0384], [-0.6974, 0.8606, 1.5300], [-1.8905, 0.2293, 1.0810], [1.0753, -2.7565, 0.8985], [-0.7903, -3.0029, 0.6764], [-0.1497, -1.6539, 1.6553], [-0.8474, -1.4165, -1.0195], [0.8764, -2.0090, -1.0851], [1.3009, 0.4476, -2.3926], [2.6551, 0.7161, -1.2117], [2.3638, -0.8295, -1.8477], [0.9908, 1.8108, 0.3476], [-0.2418, 2.5619, -1.4943], [-1.5902, 1.5439, -0.6897], [-0.6530, 0.9093, -1.8376], [-0.1520, 0.0583, 1.9641], [-0.7405, 1.7318, 2.0930], [-2.4655, 0.8721, 0.7476]], "forces_ev_per_a": [[-1.26, -3.04, -1.24], [-2.10, 0.51, -0.91], [-0.22, -2.04, -0.67], [2.01, -0.82, 1.37], [0.19, 0.33, 1.16], [-0.80, 1.15, 0.17], [1.79, -2.57, -5.29], [0.94, -0.86, 1.75], [-0.80, 0.28, 0.62], [2.21, 1.60, 0.27], [-0.09, 0.53, 1.14], [2.41, 0.74, 1.10], [0.01, -0.09, -0.55], [-0.50, 0.56, -0.47], [-0.51, 0.50, -0.39], [-1.07, 0.60, 0.70], [0.24, 0.12, 0.31], [-0.55, -0.66, 0.79], [-0.73, 1.15, -0.28], [0.38, -0.98, -0.98], [0.42, 0.01, 1.14], [-0.52, 1.57, 0.96], [-1.46, 1.42, -0.68]], "gap_ev": 9.24, "smiles": "CCN(C)[C@@H](C)CO", "homo_energy_ev": -8.3, "energy_ev": -10000.2532, "total_charge": 0}